1.
Here is a structure of composition C6H18InO8P2 in a non-equilibrium geometry from the Open Molecules 2025 dataset. Energies are from ωB97M-V/def2-TZVPD.

Structure (XYZ):
```
35
C6H18InO8P2 (ωB97M-V/def2-TZVPD)
In -2.27690 -2.83968 -1.82956
C 2.07832 1.76753 -1.51963
O 1.07388 0.77510 -1.60819
P 0.05992 0.63996 -2.83080
O -0.89977 -0.45252 -2.70795
O 0.99308 0.67443 -4.06857
C 1.48260 -0.51953 -4.71489
O -0.60694 2.04903 -2.94580
C -1.39162 2.67361 -1.91488
H 2.11942 2.21761 -0.51956
H 1.98301 2.54393 -2.27726
H 3.05813 1.27011 -1.64313
H 1.23653 -0.41741 -5.78048
H 1.02280 -1.43052 -4.33995
H 2.57038 -0.54019 -4.61711
H -2.18677 1.99744 -1.59894
H -1.78464 3.59333 -2.33513
H -0.74042 2.94692 -1.07251
C 0.42217 0.79938 3.16311
O -0.03486 0.27506 1.91576
P -0.53600 -1.22850 1.72732
O -1.01051 -1.38495 0.35318
O -1.52443 -1.48010 2.89972
C -2.93542 -1.20680 2.87143
O 0.68005 -2.13329 2.05464
C 1.24579 -2.46198 3.34718
H 1.50546 0.96481 3.04105
H 0.11762 0.19585 4.01274
H 0.01360 1.81069 3.31311
H -3.20001 -0.25263 3.33664
H -3.42981 -1.96314 3.48285
H -3.34184 -1.24400 1.86394
H 1.55574 -3.50692 3.31503
H 0.53859 -2.29279 4.15367
H 2.14285 -1.83984 3.47298
```

As for the net charge: +3. The value obtained for the HOMO energy is -20.021 eV. The max |F| is 1.32 eV Å⁻¹. The value obtained for the calculated total energy is -1713.01736 a.u.

Results of the Löwdin charge analysis, in e, for atoms 1 through 6:
1. In 1.187
2. C -0.002
3. O -0.093
4. P 0.369
5. O -0.277
6. O -0.101

---

2.
Here is a structure of composition C6H18InO8P2 in a non-equilibrium geometry from the Open Molecules 2025 dataset. Energies are from ωB97M-V/def2-TZVPD.

Structure (XYZ):
```
35
C6H18InO8P2 (ωB97M-V/def2-TZVPD)
In -0.88506 -4.50535 -1.84461
C 2.76564 -1.78314 4.90648
O 2.07275 -2.33655 3.80691
P 0.48781 -2.07675 3.64144
O -0.14885 -2.37472 2.31688
O 0.31670 -0.52903 4.13558
C 0.77628 0.48577 3.31908
O -0.19626 -2.79765 4.89621
C -1.59352 -3.05800 4.89884
H 3.30094 -2.57969 5.42326
H 2.14162 -1.32902 5.67621
H 3.49950 -1.02810 4.62459
H 0.62099 1.42891 3.84299
H 0.31247 0.54206 2.33429
H 1.86172 0.54147 3.23648
H -2.02670 -2.92096 3.90805
H -2.13407 -2.38101 5.56036
H -1.64367 -4.08636 5.25671
C -0.02158 0.47721 -5.94702
O -0.16211 1.57318 -5.06235
P -0.37487 1.47621 -3.46089
O -0.37956 0.05661 -2.95659
O -1.72714 2.33669 -3.17117
C -3.04653 1.88584 -3.30872
O 0.81660 2.39218 -2.83763
C 1.31828 3.49580 -3.55560
H -0.97272 0.37314 -6.46912
H 0.14559 -0.44339 -5.38787
H 0.74529 0.56576 -6.71655
H -3.00345 0.79765 -3.35433
H -3.54972 2.34268 -4.16089
H -3.57647 2.18012 -2.40282
H 1.85066 3.24565 -4.47326
H 1.94013 3.94339 -2.78032
H 0.46939 4.08951 -3.89470
```

As for the net charge: +3. The value obtained for the HOMO energy is -18.465 eV. The max |F| is 3.16 eV Å⁻¹. The value obtained for the calculated total energy is -1712.97979 a.u.

Results of the Löwdin charge analysis, in e, for atoms 1 through 6:
1. In 0.989
2. C -0.059
3. O -0.129
4. P 0.538
5. O -0.130
6. O -0.105

---

3.
Here is a structure of composition C6H18KO3 in a non-equilibrium geometry from the Open Molecules 2025 dataset. Energies are from ωB97M-V/def2-TZVPD.

Structure (XYZ):
```
28
C6H18KO3 (ωB97M-V/def2-TZVPD)
K 4.44958 -18.69960 -5.10825
O 3.21647 -17.24554 -4.91768
H 2.96406 -16.55903 -5.53511
H 2.49038 -17.28741 -4.29536
C 3.21002 -18.16528 -1.58455
C 4.20961 -19.13197 -2.20826
C 3.46495 -20.10114 -3.19637
O 5.18898 -18.46633 -3.01740
H 3.72240 -17.42196 -0.97378
H 2.53997 -18.62677 -0.85919
H 2.61991 -17.73866 -2.39564
H 4.74250 -19.74344 -1.48009
H 2.92181 -19.57557 -3.98178
H 2.72695 -20.65495 -2.61606
H 4.19779 -20.63637 -3.80017
H 5.70161 -17.86217 -2.47537
C 3.57664 -17.58776 -7.48943
C 2.89490 -18.89799 -7.49060
C 3.71308 -19.91451 -8.32871
O 2.80626 -19.27419 -6.15178
H 3.61363 -17.20636 -8.50985
H 4.62961 -17.65464 -7.21581
H 2.98635 -16.90932 -6.87349
H 1.90641 -18.95575 -7.94629
H 3.17717 -20.85774 -8.22275
H 4.71326 -20.08515 -7.93046
H 3.78910 -19.79732 -9.40973
H 2.15824 -19.97810 -6.07326
```

As for the net charge: +1. The value obtained for the HOMO energy is -14.275 eV. The max |F| is 10.97 eV Å⁻¹. The value obtained for the calculated total energy is -1064.71189 a.u.

Results of the Löwdin charge analysis, in e, for atoms 1 through 6:
1. K 1.068
2. O -0.241
3. H 0.060
4. H 0.076
5. C -0.020
6. C -0.421

---

no.,orbital gap (eV)
1,2.6
2,1.7
3,11.5